Record 1
ORCA calculation (wB97M-V/def2-TZVPD) on a cluster of 4 separate species, C6H17NO3 in total.

Element x y z (Å)
C: -0.47 2.02 2.17
C: -1.23 0.92 1.40
N: 0.30 -1.95 -0.60
C: -0.46 -1.17 0.26
C: -0.27 0.19 0.45
C: 0.73 0.98 -0.22
C: 2.01 0.53 -0.48
H: -0.41 2.92 1.58
H: 0.52 1.65 2.43
H: -0.98 2.28 3.11
H: -2.11 1.35 0.91
H: -1.64 0.20 2.12
H: 0.22 -2.95 -0.61
H: 0.95 -1.55 -1.25
H: -1.19 -1.63 0.92
H: 0.41 1.99 -0.48
H: 2.72 0.90 -1.22
H: 2.42 -0.36 -0.01
H: -0.69 1.28 -3.69
H: -0.56 0.62 -2.34
O: -0.74 1.48 -2.75
H: -2.16 0.06 -1.20
H: -2.41 -1.48 -1.02
O: -2.71 -0.68 -1.45
H: 3.02 -1.02 1.78
H: 2.32 -2.06 0.95
O: 2.86 -1.97 1.75

Expectation value of S² ... 0.77
Highest occupied orbital energy (alpha / beta) ... 0.03 / -2.72 eV
E_tot ... -14128.4082 eV
2S+1 ... 2
LUMO energy (alpha / beta) ... 3.674 / 3.629 eV
Energy above the lowest of the compared OMol25 structures with the same formula, charge and spin ... 1.3896 eV
Charge ... -1

How is the electron density shared among the atoms? According to natural (NBO), the charges in e are: -0.601 -0.406 -0.902 -0.174 -0.179 -0.371 -0.710 0.198 0.214 0.177 0.179 0.186 0.366 0.397 0.168 0.183 0.169 0.135 0.452 0.487 -0.947 0.492 0.477 -0.974 0.473 0.481 -0.970

Record 2
ORCA calculation (wB97M-V/def2-TZVPD) on a structure of composition C3H2DyLiO3.

Element x y z (Å)
O: 3.12 1.03 0.86
C: 3.11 0.68 -0.26
O: -1.06 1.14 -0.93
C: -1.81 0.70 -0.05
C: -1.58 -0.71 0.55
O: -0.64 -1.40 0.17
Dy: 0.69 -0.19 -1.11
H: -2.69 1.21 0.34
H: -2.33 -1.00 1.28
Li: 3.21 -1.44 -0.85

Expectation value of S² ... 13.03
Highest occupied orbital energy (alpha / beta) ... -10.22 / -11.33 eV
E_tot ... -33564.7588 eV
2S+1 ... 7
LUMO energy (alpha / beta) ... -4.669 / -4.933 eV
Energy above the lowest of the compared OMol25 structures with the same formula, charge and spin ... 0.9356 eV
Charge ... +1

How is the electron density shared among the atoms? According to Mulliken, the charges in e are: -0.203 -0.161 -0.586 -0.007 -0.087 -0.663 1.192 0.391 0.399 0.726

Record 3
ORCA calculation (wB97M-V/def2-TZVPD) on a structure of composition CdN5O15.

Element x y z (Å)
Cd: -1.58 -0.60 -1.07
N: 1.20 0.38 0.38
O: 2.24 -0.25 0.13
O: 0.25 0.30 -0.48
O: 1.04 0.99 1.43
N: -1.14 1.55 -3.44
O: -1.65 2.63 -3.76
O: -0.27 1.03 -4.13
O: -1.55 0.92 -2.43
N: -0.91 -2.03 1.92
O: -1.14 -1.36 2.95
O: -1.51 -1.69 0.86
O: 0.07 -2.79 1.97
N: -0.70 -2.56 -3.19
O: -1.61 -3.36 -3.44
O: -0.57 -2.28 -1.88
O: 0.14 -2.10 -3.91
N: 1.94 2.79 4.52
O: 3.12 2.46 4.33
O: 1.02 2.31 3.83
O: 1.60 3.64 5.41

Highest occupied orbital energy ... 0.44 eV
E_tot ... -42708.2408 eV
LUMO energy ... 6.615 eV
Energy above the lowest of the compared OMol25 structures with the same formula, charge and spin ... 0.0000 eV
Charge ... -3

How is the electron density shared among the atoms? According to natural (NBO), the charges in e are: 1.784 0.724 -0.517 -0.759 -0.405 0.739 -0.512 -0.460 -0.711 0.717 -0.487 -0.702 -0.483 0.710 -0.520 -0.720 -0.401 0.700 -0.559 -0.494 -0.646

Number 1: strongest force on any atom 1.67 eV/A. Number 2: strongest force on any atom 5.68 eV/A. Number 3: strongest force on any atom 4.34 eV/A.